Record 1
Density functional theory data (ωB97M-V/def2-TZVPD) for a structure of composition C42H36INO8SSi2 at a distorted geometry.

Computed properties:
Total charge = 0
Kohn-Sham gap = 6.1 eV
LUMO level = -1.10 eV
HOMO = -7.154 eV

```
91
Properties=species:S:1:pos:R:3:mulliken_charge:R:1
C 2.009 3.335 -0.323 -0.75
C 1.239 3.182 -1.516 -0.25
C 1.512 1.992 -2.535 -0.09
Si 0.586 0.442 -1.837 -0.38
N 0.053 -0.616 -3.165 -0.39
C 0.531 -1.770 -3.064 0.61
O 0.584 -2.914 -2.862 -0.39
O -0.687 1.047 -0.851 0.32
Si -2.239 0.704 -1.462 0.35
C -3.455 1.899 -0.553 -0.95
C -2.853 2.154 0.906 -0.03
C -4.001 2.281 2.037 -0.96
I -1.659 3.973 0.883 0.06
S -2.959 -1.305 -1.032 1.15
C -3.628 -1.460 0.681 -0.87
O -4.093 -1.618 -1.950 -0.71
O -1.947 -2.377 -1.190 -0.68
C 1.828 -0.392 -0.645 0.46
C 1.374 -1.576 0.144 0.16
C 2.244 -2.268 1.115 -0.81
C 3.619 -1.734 1.306 -0.28
C 4.143 -0.562 0.533 -0.68
C 3.218 0.098 -0.439 -0.06
H 2.772 4.156 -0.258 0.22
H 1.792 2.654 0.546 0.29
H 0.387 3.896 -1.744 0.39
H 1.014 2.251 -3.524 0.41
H 2.611 1.807 -2.666 -0.16
H -2.313 0.908 -2.916 -0.17
H -3.538 2.842 -1.169 0.47
H -4.498 1.452 -0.506 0.28
H -2.188 1.305 1.256 0.18
H -3.999 3.332 2.428 0.38
H -3.712 1.610 2.905 0.26
H -4.975 1.953 1.586 0.27
H -3.387 -2.465 1.140 0.43
H -4.749 -1.315 0.664 0.18
H -3.208 -0.676 1.372 0.24
H 0.322 -1.934 -0.016 0.24
H 1.868 -3.149 1.691 0.37
H 4.288 -2.226 2.066 0.29
H 5.189 -0.186 0.704 0.37
H 3.635 0.975 -0.998 0.18
C -6.607 -5.261 1.456 -0.60
C -6.513 -3.880 1.304 -0.39
C -6.574 -3.053 2.419 -0.72
C -6.740 -3.603 3.686 0.24
C -6.858 -4.986 3.835 0.25
C -6.779 -5.813 2.717 -0.58
C -7.085 -5.583 5.174 0.58
O -7.184 -6.788 5.305 -0.66
C -7.197 -4.684 6.349 0.20
C -7.467 -5.223 7.605 -0.55
C -7.561 -4.392 8.712 -0.46
C -7.377 -3.019 8.572 -0.47
C -7.113 -2.476 7.323 -0.54
C -7.032 -3.305 6.207 0.19
C -6.785 -2.711 4.871 0.52
O -6.628 -1.510 4.746 -0.69
H -6.550 -5.907 0.587 0.41
H -6.391 -3.449 0.316 0.50
H -6.496 -1.978 2.295 0.60
H -6.857 -6.889 2.829 0.47
H -7.608 -6.292 7.720 0.46
H -7.776 -4.814 9.688 0.40
H -7.443 -2.371 9.439 0.40
H -6.975 -1.406 7.218 0.46
C 5.294 2.274 -7.137 -0.60
C 6.325 2.798 -7.911 -0.42
C 7.472 3.288 -7.303 -0.64
C 7.588 3.267 -5.915 0.48
C 6.543 2.764 -5.138 0.08
C 5.401 2.257 -5.753 -0.49
C 6.631 2.780 -3.657 0.49
O 5.722 2.339 -2.979 -0.65
C 7.841 3.352 -3.017 0.13
C 7.914 3.427 -1.628 -0.54
C 9.047 3.949 -1.020 -0.52
C 10.117 4.389 -1.796 -0.47
C 10.046 4.321 -3.180 -0.59
C 8.905 3.812 -3.795 0.27
C 8.825 3.777 -5.276 0.51
O 9.757 4.165 -5.955 -0.68
H 4.402 1.883 -7.614 0.41
H 6.235 2.822 -8.991 0.39
H 8.275 3.690 -7.910 0.47
H 4.593 1.853 -5.154 0.58
H 7.086 3.083 -1.019 0.52
H 9.100 4.011 0.061 0.40
H 11.004 4.789 -1.319 0.39
H 10.879 4.669 -3.780 0.47
```



Record 2
Density functional theory data (ωB97M-V/def2-TZVPD) for a structure of composition C25H31LuN7OS4SbSi at a distorted geometry.

Computed properties:
Total charge = -1
Kohn-Sham gap (spin up / spin down) = 5.7 / 6.3 eV
ΔE to the lowest compared entry with this formula, charge and spin = 0.0 kJ/mol
LUMO level (spin up / spin down) = 1.59 / 1.56 eV
2S+1 = 2
HOMO (spin up / spin down) = -4.071 / -4.730 eV
Expectation value of S² = 0.761

```
71
Properties=species:S:1:pos:R:3:lowdin_spin:R:1
Lu 16.453 12.303 10.397 0.02
C 16.151 17.246 14.845 0.00
C 15.141 16.472 14.038 0.00
N 15.492 15.101 13.966 0.00
C 16.179 14.570 12.921 0.00
S 16.298 12.853 12.953 0.00
N 16.741 15.375 12.049 0.00
N 17.334 14.675 10.979 0.00
C 18.399 15.247 10.519 0.00
C 18.801 16.645 10.857 0.00
C 19.222 14.305 9.656 0.00
C 20.404 14.702 9.020 0.00
C 21.154 13.744 8.290 0.00
C 20.632 12.452 8.115 0.00
C 19.510 12.154 8.916 0.00
N 18.806 13.016 9.621 0.00
H 15.891 18.331 14.886 0.00
H 17.112 17.119 14.425 0.00
H 16.163 16.892 15.879 0.00
H 15.110 16.915 13.052 0.00
H 14.144 16.577 14.453 0.00
H 15.115 14.433 14.589 0.00
H 19.012 16.673 11.920 0.00
H 17.922 17.295 10.740 0.00
H 19.604 17.084 10.210 0.00
H 20.735 15.743 9.173 0.00
H 22.143 14.029 7.937 0.00
H 21.044 11.634 7.544 0.00
H 19.150 11.127 8.948 0.00
S 15.117 8.346 13.620 0.36
Sb 15.521 8.905 11.446 0.34
S 14.183 10.615 10.612 0.13
S 17.609 9.913 10.957 0.13
C 17.364 11.414 6.004 0.00
Si 16.132 12.669 6.776 0.00
C 14.321 11.979 6.591 0.00
C 16.168 14.321 5.869 0.00
O 16.352 12.852 8.358 0.00
H 17.210 11.281 4.943 0.00
H 17.266 10.449 6.487 0.00
H 18.420 11.773 6.140 0.00
H 14.106 11.966 5.547 0.00
H 13.625 12.661 7.097 0.00
H 14.157 10.951 6.926 0.00
H 15.977 14.064 4.804 0.00
H 17.118 14.855 5.969 0.00
H 15.409 14.967 6.273 0.00
N 10.446 16.827 11.246 0.00
C 9.634 17.912 11.174 0.00
C 8.510 18.247 11.851 0.00
C 8.014 19.544 11.660 0.00
C 8.488 20.310 10.619 0.00
C 9.613 19.945 9.905 0.00
C 10.231 18.736 10.227 0.00
N 11.472 18.188 9.830 0.00
C 11.538 17.032 10.421 0.00
C 12.597 16.042 10.329 0.00
C 12.513 14.874 11.115 0.00
C 13.566 14.018 11.115 0.01
N 14.612 14.097 10.278 0.00
C 14.601 15.111 9.381 0.00
C 13.619 16.106 9.441 0.00
H 10.188 16.058 11.887 0.00
H 8.100 17.638 12.613 0.00
H 7.144 19.875 12.188 0.00
H 8.107 21.339 10.471 0.00
H 10.038 20.567 9.107 0.00
H 11.745 14.776 11.848 0.00
H 13.516 13.026 11.633 0.01
H 15.404 15.125 8.684 0.00
H 13.595 16.919 8.720 0.00
```



Record 3
Density functional theory data (ωB97M-V/def2-TZVPD) for a structure of composition C26H31MnN8O5.

Computed properties:
Total charge = 0
Kohn-Sham gap (spin up / spin down) = 7.0 / 7.7 eV
ΔE to the lowest compared entry with this formula, charge and spin = 55.1 kJ/mol
LUMO level (spin up / spin down) = -0.83 / -0.41 eV
2S+1 = 5
HOMO (spin up / spin down) = -7.878 / -8.064 eV
Expectation value of S² = 6.061

```
71
Properties=species:S:1:pos:R:3:lowdin_spin:R:1
Mn 0.857 -0.402 1.228 3.82
C 4.945 -1.450 -0.620 0.00
O 4.598 -0.511 -1.639 0.00
C 4.017 0.691 -1.319 0.00
C 4.382 1.753 -2.120 0.01
C 3.819 3.020 -1.960 0.00
C 2.873 3.217 -0.989 0.00
C 2.449 2.154 -0.176 0.00
C 1.445 2.405 0.811 0.03
N 0.823 1.508 1.504 -0.07
N -0.025 1.956 2.491 -0.01
C -0.388 0.951 3.246 0.00
O 0.089 -0.240 3.107 0.03
C -1.415 1.182 4.284 0.00
C -1.676 0.171 5.206 0.00
C -2.695 0.318 6.132 0.00
C -3.467 1.471 6.135 0.00
C -3.207 2.482 5.220 0.00
C -2.185 2.342 4.297 0.00
C 3.023 0.858 -0.316 0.01
O 2.627 -0.143 0.414 0.04
H 4.081 -1.797 -0.061 0.00
H 5.665 -1.015 0.078 0.00
H 5.409 -2.282 -1.144 0.00
H 5.133 1.564 -2.877 0.00
H 4.133 3.836 -2.597 0.00
H 2.420 4.192 -0.854 0.00
H 1.184 3.440 1.013 0.00
H -1.078 -0.730 5.176 0.00
H -2.894 -0.470 6.847 0.00
H -4.273 1.581 6.850 0.00
H -3.813 3.380 5.224 0.00
H -1.974 3.115 3.570 0.00
C 1.013 -3.179 -4.293 0.00
C 0.615 -1.930 -5.076 0.00
C -0.904 -1.758 -5.094 0.00
C 1.306 -0.666 -4.533 0.00
N 0.803 -0.236 -3.241 0.00
C 1.103 -0.685 -2.017 0.00
N 0.394 0.003 -1.152 0.03
N -0.347 0.863 -1.871 0.00
N -0.118 0.729 -3.120 0.00
H 0.632 -4.069 -4.797 0.00
H 0.596 -3.172 -3.286 0.00
H 2.100 -3.273 -4.225 0.00
H 0.969 -2.039 -6.105 0.00
H -1.300 -1.741 -4.077 0.00
H -1.377 -2.589 -5.616 0.00
H -1.191 -0.829 -5.589 0.00
H 1.142 0.167 -5.215 0.00
H 2.379 -0.835 -4.434 0.00
H 1.835 -1.439 -1.796 0.00
C -4.375 2.103 0.401 0.00
C -3.483 0.967 0.767 0.00
C -3.735 -0.170 1.504 0.00
C -2.521 -0.880 1.540 0.00
N -1.588 -0.216 0.866 0.03
N -2.191 0.893 0.405 0.00
C -2.254 -2.196 2.186 0.00
H -5.412 1.778 0.444 0.00
H -4.159 2.468 -0.603 0.00
H -4.252 2.932 1.101 0.00
H -4.667 -0.452 1.964 0.00
H -1.672 1.508 -0.201 0.00
H -3.025 -2.416 2.921 0.00
H -1.281 -2.186 2.675 0.00
H -2.247 -2.988 1.433 0.00
O -0.059 -3.215 -0.574 0.01
C 0.580 -3.270 0.462 0.01
O 0.973 -2.278 1.189 0.04
H 0.834 -4.252 0.898 0.00
```



Record 4
Density functional theory data (ωB97M-V/def2-TZVPD) for a cluster of 2 separate species, C5H11N3O in total at a distorted geometry.

Computed properties:
Total charge = 0
SMILES string = CC1(C)N=N1.CC(N)=O
Kohn-Sham gap = 10.4 eV
ΔE to the lowest compared entry with this formula, charge and spin = 174.1 kJ/mol
LUMO level = 0.69 eV
HOMO = -9.678 eV

```
20
Properties=species:S:1:pos:R:3:nbo_charge:R:1
C -1.854 0.183 0.779 0.12
C -3.086 0.154 1.651 -0.64
C -1.965 -0.457 -0.581 -0.66
N -0.926 1.272 0.965 -0.05
N -0.569 0.191 1.428 -0.12
H -2.766 0.011 -1.155 0.21
H -3.925 0.621 1.126 0.22
H -3.361 -0.876 1.891 0.22
H -2.912 0.701 2.577 0.22
H -1.022 -0.356 -1.127 0.27
H -2.203 -1.525 -0.466 0.21
C 3.466 0.161 -1.596 -0.71
C 2.132 -0.076 -0.926 0.68
N 2.188 -0.204 0.413 -0.83
O 1.090 -0.133 -1.542 -0.64
H 3.043 -0.106 0.926 0.39
H 1.323 -0.278 0.937 0.41
H 3.411 -0.160 -2.645 0.24
H 4.273 -0.366 -1.077 0.21
H 3.663 1.243 -1.576 0.24
```



One value per record, in order, for energy: -96697.5928, -130293.0845, -80944.6697, -11879.9669 eV.